(1)
Computed, not measured: a cluster of 9 separate species, C33H73B2F9IO29S8 in total in a non-equilibrium geometry, with ωB97M-V/def2-TZVPD.

Atoms and positions in Å:
O (5.50335, 0.26641, -1.67967)
B (4.23114, -0.01031, -1.22432)
O (3.75629, 0.60843, -0.10608)
C (3.29260, -1.01626, -2.03081)
C (4.09622, -2.13135, -2.66142)
F (4.73393, -1.69986, -3.78170)
F (5.05204, -2.54127, -1.79317)
C (3.23768, -3.38265, -3.02996)
F (3.20951, -4.19129, -1.96608)
F (1.99777, -2.98012, -3.29596)
C (3.61694, -4.32727, -4.26943)
F (2.95435, -3.89870, -5.34986)
F (3.14294, -5.54013, -3.95251)
C (5.08388, -4.59519, -4.74532)
F (5.49056, -3.73391, -5.65831)
F (5.95266, -4.62070, -3.74413)
F (5.10646, -5.80175, -5.31689)
O (2.46694, -1.59419, -1.05534)
B (1.11070, -1.04461, -1.17438)
I (-0.42235, -2.68607, -0.82818)
O (1.04277, -0.53345, -2.54821)
C (2.31183, -0.30160, -3.03042)
C (2.55545, 1.16662, -3.29889)
C (3.76867, 1.43790, -4.08965)
C (3.94178, 2.98530, -4.49289)
O (4.79123, 2.01117, -3.55971)
H (5.67056, 1.21048, -1.69076)
H (3.77955, 1.56079, -0.20444)
H (0.87128, -0.19663, -0.33288)
H (2.39493, -0.83024, -3.98060)
H (1.74803, 1.53630, -3.90769)
H (2.65730, 1.76775, -2.40870)
H (4.02481, 0.73737, -4.85807)
H (4.72860, 3.72178, -4.56456)
H (4.14679, 2.63446, -5.54428)
O (2.07713, 4.95754, -2.73957)
S (1.31620, 5.91507, -2.00578)
O (-0.00597, 5.58983, -1.56840)
O (1.28013, 7.27258, -2.82565)
C (0.87188, 7.17324, -4.21290)
C (-0.62757, 7.04908, -4.38015)
C (2.23980, 6.50767, -0.63288)
H (1.39847, 6.33986, -4.67866)
H (1.23627, 8.08935, -4.67222)
H (-0.99357, 6.09813, -3.99799)
H (-0.88797, 7.11098, -5.43663)
H (-1.13963, 7.84499, -3.83896)
H (3.22861, 6.79517, -0.97639)
H (2.30334, 5.68713, 0.07749)
H (1.71362, 7.34998, -0.19277)
O (9.04196, -2.22970, -5.96350)
S (9.63428, -2.39953, -4.67145)
O (10.74477, -1.57312, -4.30673)
O (10.07291, -3.92680, -4.53459)
C (10.85397, -4.48437, -5.60872)
C (12.31238, -4.07498, -5.54852)
C (8.42107, -2.38245, -3.41401)
H (10.40001, -4.21110, -6.56196)
H (10.75197, -5.56115, -5.49208)
H (12.43346, -3.01154, -5.74538)
H (12.88178, -4.63217, -6.29329)
H (12.72442, -4.27890, -4.56098)
H (7.62002, -3.05421, -3.69216)
H (8.04471, -1.36794, -3.32963)
H (8.88304, -2.68913, -2.48007)
O (-3.67236, 0.64212, 2.64086)
S (-2.45917, -0.00233, 3.05521)
O (-1.98280, -1.14431, 2.35622)
O (-2.58109, -0.34439, 4.60212)
C (-3.74031, -1.12906, 4.98370)
C (-3.55075, -2.58371, 4.62029)
C (-1.16880, 1.18347, 3.17722)
H (-4.63546, -0.70971, 4.51996)
H (-3.83778, -0.99843, 6.05855)
H (-3.52804, -2.70929, 3.54133)
H (-4.36319, -3.18978, 5.01877)
H (-2.60798, -2.94940, 5.01108)
H (-1.52316, 2.03527, 3.75049)
H (-0.92026, 1.47496, 2.15927)
H (-0.31380, 0.71245, 3.65247)
O (-2.25084, -2.55738, 7.51638)
S (-1.68826, -2.56633, 8.82815)
O (-1.49794, -1.33503, 9.52705)
O (-0.32947, -3.36937, 8.76786)
C (0.61286, -2.99520, 7.71998)
C (1.37741, -1.73157, 8.04893)
C (-2.56672, -3.68461, 9.86182)
H (0.08077, -2.91175, 6.77257)
H (1.28245, -3.84731, 7.64266)
H (0.72555, -0.85970, 8.04597)
H (2.15916, -1.57930, 7.30598)
H (1.83317, -1.80417, 9.03626)
H (-2.67341, -4.63157, 9.34188)
H (-3.54026, -3.23903, 10.04971)
H (-2.01760, -3.80443, 10.79087)
O (-5.13651, 6.98900, 2.79460)
S (-3.96474, 6.34857, 3.30948)
O (-2.84997, 7.14927, 3.70868)
O (-3.49572, 5.23964, 2.29636)
C (-3.32055, 5.61195, 0.90084)
C (-2.02651, 6.34845, 0.64108)
C (-4.40057, 5.26686, 4.62399)
H (-4.18733, 6.18736, 0.57576)
H (-3.33579, 4.66554, 0.36717)
H (-2.03372, 7.33417, 1.10832)
H (-1.88311, 6.47044, -0.42598)
H (-1.18403, 5.79134, 1.04549)
H (-5.22232, 4.63657, 4.29912)
H (-4.70205, 5.89219, 5.46054)
H (-3.53056, 4.67305, 4.88712)
O (-8.88120, -3.42068, 3.35638)
S (-8.22343, -2.76419, 4.44192)
O (-6.90319, -3.15542, 4.81345)
O (-9.16991, -2.83998, 5.71790)
C (-9.67233, -4.14505, 6.08002)
C (-8.64104, -4.98818, 6.80234)
C (-8.26842, -1.02382, 4.22042)
H (-10.04550, -4.64614, 5.18650)
H (-10.52453, -3.94138, 6.72438)
H (-7.82219, -5.26583, 6.14134)
H (-9.10859, -5.89968, 7.17506)
H (-8.21863, -4.43671, 7.64146)
H (-9.28502, -0.72648, 3.98267)
H (-7.59725, -0.79806, 3.39458)
H (-7.91968, -0.54798, 5.13212)
O (-1.97419, -4.85045, 3.45588)
S (-0.82956, -5.49851, 4.00646)
O (0.30500, -4.73313, 4.41773)
O (-0.36870, -6.65000, 3.03205)
C (-0.14004, -6.26385, 1.63946)
C (1.18577, -5.56606, 1.43563)
C (-1.33140, -6.51257, 5.35514)
H (-0.97098, -5.64684, 1.29837)
H (-0.17638, -7.20364, 1.09328)
H (1.19852, -4.58601, 1.90622)
H (1.36336, -5.42227, 0.37162)
H (1.99703, -6.15995, 1.86106)
H (-2.17021, -7.12531, 5.03936)
H (-1.62843, -5.83693, 6.15481)
H (-0.48982, -7.12533, 5.66520)
O (-4.56747, 4.35253, -7.49662)
S (-3.38934, 4.77408, -8.18521)
O (-2.36520, 5.46871, -7.47326)
O (-3.82476, 5.63634, -9.44526)
C (-4.74881, 6.72352, -9.20858)
C (-4.07650, 7.94501, -8.61606)
C (-2.68097, 3.42809, -9.06078)
H (-5.56462, 6.36875, -8.57855)
H (-5.16255, 6.94775, -10.18885)
H (-3.73089, 7.75504, -7.60165)
H (-4.78244, 8.77491, -8.58988)
H (-3.21257, 8.23266, -9.21387)
H (-3.45997, 2.93499, -9.63360)
H (-2.26771, 2.75397, -8.31452)
H (-1.89501, 3.80757, -9.70668)

Properties
Net charge: -1
HOMO, eV: -4.66
HOMO-LUMO gap, eV: 6.228

=====

(2)
Computed, not measured: a cluster of 3 separate species, C33H75BN3O8P in total, with ωB97M-V/def2-TZVPD.

Atoms and positions in Å:
C (4.25740, -5.49704, 0.36241)
C (3.14281, -4.44575, 0.39975)
C (3.45022, -3.43988, 1.49775)
O (2.45246, -2.48701, 1.81834)
C (2.09907, -1.38346, 1.00565)
C (2.89236, -1.28220, -0.32611)
C (3.44585, 0.09644, -0.75366)
C (4.97261, 0.19448, -0.71020)
C (5.39265, 1.64974, -0.97636)
C (5.61577, -0.75472, -1.75620)
C (6.39528, -1.93367, -1.12957)
C (7.89104, -1.81452, -1.16141)
C (8.68219, -1.90623, -0.09716)
C (8.20636, -1.58170, 1.30439)
C (10.11638, -2.33017, -0.24652)
O (2.33512, -0.22471, 1.80137)
C (3.58669, -0.18405, 2.46412)
C (0.53183, -1.36228, 0.76828)
C (0.14009, -2.62073, -0.05963)
C (-1.30801, -3.09767, -0.33407)
C (-2.11469, -3.62674, 0.85753)
C (-2.18334, -2.19685, -1.23501)
B (0.39784, -0.04276, -0.17957)
O (0.54270, 1.23477, 0.28462)
O (0.29518, -0.19718, -1.52923)
C (-0.15843, 0.89679, -2.31952)
N (-0.25189, -1.23440, 2.02921)
C (-1.25722, -0.22444, 2.06795)
O (-2.18543, -0.48561, 1.01126)
O (-2.77432, 0.78342, 0.68959)
P (-0.32528, -2.19585, 3.48665)
C (1.05798, -1.59272, 4.54907)
C (0.22259, -3.93826, 3.19640)
C (-0.62488, -4.87932, 4.07552)
H (5.24189, -5.03037, 0.45572)
H (4.14532, -6.22438, 1.16690)
H (4.24819, -6.03592, -0.58469)
H (2.19727, -4.94958, 0.60529)
H (3.08115, -3.97016, -0.57857)
H (4.40572, -2.94639, 1.27539)
H (3.62782, -3.99077, 2.42564)
H (2.30597, -1.69572, -1.14014)
H (3.76083, -1.93739, -0.28297)
H (2.95745, 0.92290, -0.24086)
H (3.17668, 0.21491, -1.80909)
H (5.37447, -0.06775, 0.27165)
H (5.41519, 1.84778, -2.05098)
H (4.67581, 2.35450, -0.54987)
H (6.38306, 1.86235, -0.57237)
H (6.29631, -0.17793, -2.38445)
H (4.82064, -1.17012, -2.37870)
H (6.09388, -2.05032, -0.08466)
H (6.12844, -2.87139, -1.62638)
H (8.34198, -1.62002, -2.13260)
H (7.56506, -2.34856, 1.74856)
H (7.67017, -0.63308, 1.30364)
H (9.06622, -1.47839, 1.96651)
H (10.48023, -2.16635, -1.26120)
H (10.17832, -3.39784, -0.02076)
H (10.78605, -1.81759, 0.44771)
H (3.54958, -0.70493, 3.42076)
H (3.82233, 0.86529, 2.64041)
H (4.38365, -0.63001, 1.86782)
H (0.63229, -3.46827, 0.41987)
H (0.61734, -2.56152, -1.03674)
H (-1.13714, -3.99872, -0.93427)
H (-1.69149, -4.54425, 1.26797)
H (-3.10333, -3.91027, 0.48438)
H (-2.28961, -2.89230, 1.64142)
H (-3.11166, -1.93443, -0.72578)
H (-2.47598, -2.73055, -2.14070)
H (-1.69756, -1.26837, -1.51807)
H (0.84322, 1.23612, 1.20382)
H (-0.50105, 0.49138, -3.27020)
H (0.64754, 1.61143, -2.49542)
H (-0.99102, 1.40979, -1.83638)
H (-0.91986, 0.80539, 1.95345)
H (-1.76963, -0.27445, 3.03214)
H (-3.24726, 0.59818, -0.13673)
H (1.24733, -0.54347, 4.32953)
H (0.74374, -1.68589, 5.59073)
H (1.97220, -2.17054, 4.41894)
H (1.26417, -4.03371, 3.49191)
H (0.10955, -4.23890, 2.16257)
H (-0.60087, -5.89437, 3.67210)
H (-0.26214, -4.91033, 5.10334)
H (-1.67179, -4.57407, 4.08285)
C (-5.04413, 3.01482, 3.10461)
O (-6.10117, 3.95498, 3.05722)
C (-6.11900, 4.79000, 1.91841)
C (-6.71295, 4.14619, 0.65856)
C (-5.77975, 3.14448, -0.01352)
N (-8.00422, 3.50284, 0.90318)
H (-4.12688, 3.41909, 2.66505)
H (-5.30237, 2.08712, 2.58979)
H (-4.86031, 2.78287, 4.15300)
H (-6.74499, 5.64186, 2.19637)
H (-5.11067, 5.17524, 1.71281)
H (-6.88648, 4.96539, -0.04934)
H (-5.76348, 2.18665, 0.50636)
H (-6.11044, 2.94721, -1.03338)
H (-4.75774, 3.52618, -0.05988)
H (-8.67425, 4.19101, 1.23224)
H (-7.89391, 2.85682, 1.68005)
C (-4.81347, 5.30354, -5.37609)
O (-5.17610, 5.28440, -4.01068)
C (-6.33962, 6.01572, -3.67687)
C (-7.66311, 5.28814, -3.94378)
C (-8.05703, 5.23472, -5.41674)
N (-7.67706, 3.92958, -3.39757)
H (-5.04331, 6.27140, -5.83395)
H (-5.31120, 4.51586, -5.94720)
H (-3.73797, 5.13733, -5.42793)
H (-6.26325, 6.19587, -2.60099)
H (-6.32644, 6.99491, -4.17556)
H (-8.43386, 5.85963, -3.41581)
H (-7.49150, 4.47124, -5.95159)
H (-9.11214, 4.97982, -5.50901)
H (-7.89280, 6.19463, -5.91018)
H (-7.53941, 3.97799, -2.39187)
H (-6.85471, 3.44608, -3.74972)

Properties
Net charge: 0
HOMO, eV: -7.88
HOMO-LUMO gap, eV: 8.406

=====

(3)
Computed, not measured: a cluster of 6 separate species, C33H75N3O9 in total in a non-equilibrium geometry, with ωB97M-V/def2-TZVPD.

Atoms and positions in Å:
C (-3.95706, 0.08010, 2.19163)
C (-3.85580, 0.85698, 0.89122)
C (-3.64924, 2.33497, 1.25892)
C (-2.64428, 0.34422, 0.14278)
C (-2.50151, 0.91349, -1.26385)
C (-3.81293, 0.81033, -2.05413)
C (-5.16117, 1.00163, -1.29943)
C (-5.57074, 2.47941, -1.44306)
C (-6.20548, 0.10892, -1.95470)
N (-5.05208, 0.57154, 0.10119)
O (-6.21231, 1.07118, 0.77752)
H (-4.79066, 0.43146, 2.80699)
H (-4.16506, -0.97898, 2.00516)
H (-3.04801, 0.17171, 2.78449)
H (-4.60565, 2.76588, 1.57136)
H (-2.99179, 2.45324, 2.12104)
H (-3.28804, 2.95016, 0.43597)
H (-1.78456, 0.58144, 0.77256)
H (-2.71075, -0.74927, 0.06952)
H (-2.15285, 1.94555, -1.27600)
H (-1.77889, 0.25884, -1.75112)
H (-3.87043, -0.11522, -2.63787)
H (-3.79666, 1.57133, -2.83921)
H (-6.53284, 2.69168, -0.98403)
H (-5.65701, 2.72808, -2.50265)
H (-4.79121, 3.10684, -1.01608)
H (-7.20717, 0.34627, -1.58949)
H (-5.99259, -0.92928, -1.69570)
H (-6.22737, 0.20961, -3.04091)
H (-6.50006, 0.31576, 1.29946)
C (4.61379, 2.87230, 3.31583)
C (3.90263, 3.90120, 2.43514)
C (4.12267, 5.28692, 3.03405)
C (4.51615, 3.82587, 1.03518)
C (3.61504, 4.50593, -0.00362)
C (2.29885, 3.76088, -0.02759)
C (1.58235, 3.93969, 1.33141)
C (0.98057, 5.35793, 1.47831)
C (0.39603, 2.94739, 1.28927)
N (2.47684, 3.55053, 2.40384)
O (1.89054, 3.71120, 3.67763)
H (5.68851, 3.05527, 3.36214)
H (4.23823, 2.89672, 4.34286)
H (4.43081, 1.84932, 2.97770)
H (5.18860, 5.51753, 3.11030)
H (3.67843, 6.07757, 2.41685)
H (3.66888, 5.42855, 4.01456)
H (5.46283, 4.36193, 1.12232)
H (4.64435, 2.78395, 0.73752)
H (3.48808, 5.56498, 0.24033)
H (4.13826, 4.54953, -0.96585)
H (2.47215, 2.69436, -0.16519)
H (1.64315, 4.23550, -0.75979)
H (1.07755, 5.71203, 2.50483)
H (-0.05576, 5.43143, 1.15318)
H (1.54216, 6.09312, 0.88908)
H (-0.17696, 3.03136, 0.36655)
H (-0.24673, 3.11211, 2.15971)
H (0.75850, 1.92120, 1.36606)
H (1.44496, 2.87559, 3.84979)
C (-5.47876, -5.58748, -0.24441)
C (-4.24199, -4.84802, 0.27732)
C (-4.66612, -3.87850, 1.39194)
C (-3.20945, -5.78667, 0.86220)
C (-2.51753, -6.59384, -0.23741)
C (-1.75087, -5.66774, -1.17319)
C (-2.63219, -4.55728, -1.74032)
C (-1.71225, -3.40181, -2.17987)
C (-3.30478, -5.10754, -3.00956)
N (-3.54626, -4.04229, -0.73514)
O (-4.45062, -3.13482, -1.34839)
H (-6.29363, -4.88509, -0.39612)
H (-5.25420, -6.17767, -1.13202)
H (-5.81272, -6.35010, 0.46857)
H (-5.46213, -3.21424, 1.04979)
H (-4.94861, -4.41864, 2.29500)
H (-3.82210, -3.22963, 1.64268)
H (-2.41987, -5.25619, 1.40375)
H (-3.63290, -6.49714, 1.57714)
H (-1.81994, -7.30816, 0.21032)
H (-3.23099, -7.19114, -0.80969)
H (-1.38331, -6.31990, -1.97198)
H (-0.83531, -5.29717, -0.70242)
H (-1.36459, -2.86953, -1.29274)
H (-2.24964, -2.66225, -2.77778)
H (-0.88363, -3.79269, -2.76872)
H (-3.91361, -5.98090, -2.73216)
H (-2.56026, -5.44869, -3.72315)
H (-4.05222, -4.44644, -3.44681)
H (-4.19240, -2.27434, -0.99489)
O (0.07589, -0.93566, -0.57527)
C (1.19756, -0.07892, -0.40327)
C (2.38780, -0.52678, -1.20554)
O (3.45691, 0.33821, -0.78445)
H (-0.01895, -1.47033, 0.21709)
H (0.86800, 0.93520, -0.63732)
H (1.52834, 0.00683, 0.63941)
H (2.27483, -0.45390, -2.28760)
H (2.61544, -1.56805, -0.94770)
H (4.20935, 0.29996, -1.38613)
O (7.64357, -2.52274, 1.37470)
C (6.57914, -2.40115, 0.44445)
C (5.28824, -2.03551, 1.14183)
O (5.17304, -0.62074, 1.30511)
H (8.24566, -3.20555, 1.07396)
H (6.78990, -1.58738, -0.26202)
H (6.48235, -3.29632, -0.17733)
H (5.15669, -2.50939, 2.11270)
H (4.47503, -2.35039, 0.47108)
H (4.39524, -0.31750, 0.81912)
O (5.76667, 0.87256, -3.02292)
C (6.90040, 0.98488, -2.16867)
C (7.22334, 2.42695, -1.87439)
O (7.33649, 3.08810, -3.12421)
H (5.86399, 1.60738, -3.64181)
H (6.68882, 0.48014, -1.22603)
H (7.77254, 0.54617, -2.66725)
H (8.16040, 2.46823, -1.30490)
H (6.45947, 2.89550, -1.23946)
H (7.67956, 3.97629, -2.99903)

Properties
Net charge: 0
HOMO, eV: -8.13
HOMO-LUMO gap, eV: 8.508